{"formula": "C50H88ClF6N3O22P", "method": "ωB97M-V with the def2-TZVPD basis set", "symbols": ["C", "H", "H", "H", "H", "H", "C", "C", "H", "F", "C", "O", "C", "O", "N", "H", "C", "O", "C", "C", "O", "H", "C", "H", "C", "H", "H", "H", "O", "H", "C", "C", "H", "C", "H", "C", "H", "C", "C", "H", "H", "O", "H", "O", "O", "C", "H", "C", "H", "H", "H", "H", "O", "O", "C", "C", "C", "H", "O", "H", "C", "H", "F", "H", "O", "H", "H", "C", "H", "O", "C", "H", "C", "F", "C", "O", "N", "O", "H", "O", "H", "H", "H", "C", "C", "C", "O", "H", "H", "H", "H", "C", "H", "H", "H", "C", "C", "H", "H", "P", "H", "H", "H", "O", "H", "H", "H", "F", "H", "C", "H", "H", "H", "C", "H", "H", "C", "O", "Cl", "H", "H", "N", "H", "H", "C", "H", "H", "C", "H", "F", "C", "H", "H", "H", "H", "H", "C", "C", "H", "H", "C", "C", "H", "H", "H", "H", "C", "C", "H", "O", "C", "H", "O", "H", "O", "H", "H", "C", "C", "H", "H", "H", "C", "H", "H", "C", "C", "H", "H", "F", "H"], "positions_angstrom": [[10.1955, -6.0782, 0.9964], [6.5192, -0.7338, 0.5073], [-4.9096, -10.2703, 2.7590], [3.8339, -1.3413, 0.4808], [-5.0756, -0.1957, 0.9881], [-0.0850, 12.3875, -1.4152], [7.3467, -6.9221, -2.6576], [-0.3825, -5.4974, 0.5026], [-1.2888, -5.0835, 0.0570], [4.2838, -3.6494, -3.6683], [-2.3527, 14.7713, -0.5489], [-3.2572, 5.8148, -0.2294], [-5.7816, 0.6100, 0.7865], [-6.6952, 20.9169, 0.1060], [5.9723, -5.0158, 2.5879], [-4.1832, 9.8578, -0.8209], [-2.8465, 6.9344, -0.8224], [-3.6991, 7.9078, -0.5039], [-1.7475, -6.5946, 5.1135], [4.5057, -8.0138, 1.1209], [-2.2117, 1.6427, -1.1413], [-5.8170, -2.5224, 1.3740], [-1.1885, 4.6987, 0.4141], [-1.9824, 12.7488, -3.0053], [5.3991, -2.0137, -0.7855], [0.4475, -7.5428, 2.1727], [7.2760, -5.3337, -0.2412], [-6.8530, 20.2521, 2.7792], [-1.8805, 7.0491, -1.5321], [0.2744, 14.1104, -1.4599], [7.6693, -6.1000, 0.4341], [1.2307, -1.6093, 0.0301], [3.0710, -7.3325, -2.3673], [-5.3848, -2.9705, -0.6815], [5.7456, -2.0217, 1.3959], [-1.0293, 0.8505, -1.2671], [-5.5901, 1.4072, 1.5057], [1.4934, -7.7079, 1.9359], [9.3861, -7.1935, -1.0512], [-2.4594, 9.5692, -0.5347], [-5.4416, -3.8098, -1.3745], [-2.6717, -9.0371, 5.5378], [-2.7125, 21.6287, -0.9496], [-1.8383, -7.5517, 4.0548], [-4.6326, 21.2981, -0.3936], [-7.7698, 20.5371, 2.2644], [-1.1930, -5.7493, 4.7137], [5.8915, -7.4358, -2.4285], [-7.8960, 21.6141, 2.3813], [-4.8146, -10.2120, 4.5165], [-2.5389, -11.2651, 4.4325], [-6.7919, 0.2310, 0.9416], [-5.1071, 19.5365, 0.9364], [-3.1596, 14.6651, 0.5055], [3.8885, -1.8375, -0.4856], [2.7960, -1.8765, -3.4337], [3.5169, -6.3408, -2.3408], [-3.9327, 15.6503, 2.1045], [-2.4260, 13.6323, -1.2400], [7.2180, -2.3281, 0.3938], [1.9448, -5.7405, -0.2671], [-3.1963, 9.1446, -2.1061], [1.8492, -1.3215, -2.6865], [-1.6788, 14.4817, -2.9897], [-8.9428, -4.9950, 0.1792], [-3.0422, 3.8071, -0.1902], [5.9366, -8.2320, -1.6819], [-3.2437, 20.9913, -0.2488], [-2.1830, 15.8581, 1.8943], [-2.4212, -9.5013, 3.3372], [3.0777, -3.3948, -3.1003], [7.4853, -5.9125, -2.2785], [3.4371, -8.4879, 0.1010], [2.3908, -1.8630, -4.7035], [-5.6267, 1.1259, -0.6275], [1.6035, -2.7245, -0.5320], [0.9032, -0.6255, 0.5274], [-4.3447, 1.7465, -0.8271], [4.5800, -6.9268, 1.0812], [-1.6781, 15.7272, -0.8284], [-0.5420, 5.5321, 0.1404], [10.6504, -5.1544, 0.6364], [-0.8056, 0.3538, -0.3295], [-3.3242, 0.9161, -1.0031], [-7.7067, 20.1695, 0.7972], [-0.2695, -4.8080, 1.8723], [0.6507, -5.2508, -0.4204], [-4.3471, -2.6464, -0.6132], [0.4532, 13.1422, -2.9281], [10.4436, -7.3596, -1.2328], [1.7197, -8.7433, 2.1995], [2.5805, -5.3660, -1.6236], [-8.6064, 20.0303, 2.7453], [-1.2133, -6.9949, 5.9721], [9.0697, -8.1871, -2.8805], [-7.6170, -4.8732, 0.1737], [-2.9809, -10.8109, 3.5462], [-8.9512, -7.0789, 0.1300], [-2.9133, 21.2138, 0.7647], [1.8112, -7.6199, 0.1104], [9.7594, -5.8957, 1.9770], [-10.4940, -6.2529, -0.1645], [5.1012, -6.2022, -0.8047], [2.5674, -5.1049, 0.8868], [8.0101, -8.7513, -1.6234], [3.5185, -6.0427, -3.3908], [6.1720, -8.6149, -4.2201], [3.9140, -1.1712, -3.3600], [-7.5401, 19.1016, 0.6578], [-3.3520, 9.1909, -1.0305], [4.2052, -8.2703, 2.1332], [7.6138, -5.7229, 1.4522], [5.1041, -7.2466, -4.4379], [-0.1495, 13.2857, -2.0312], [3.8536, -8.6466, -0.8899], [3.1521, -9.4921, 0.4358], [5.2788, -4.5510, 1.7944], [-6.8324, -5.7130, -0.1852], [2.9538, -3.0213, 2.2475], [-5.9759, -2.1558, -1.1008], [-2.1794, 4.5779, -1.5096], [3.1864, -3.9584, -1.7110], [5.6858, -2.9865, -1.2036], [-2.6720, -11.3965, 2.6824], [-2.3508, -8.7338, 4.4219], [7.0198, -6.9716, 0.3213], [5.4217, -5.3866, -2.3143], [-5.9118, -3.3586, 0.6833], [-5.3585, -4.1995, 1.1027], [5.7930, -1.0451, -1.6853], [-9.4255, -6.2299, -0.3569], [-2.7391, -6.2602, 5.4140], [-9.2503, -6.2673, -1.4309], [-0.1727, -3.7318, 1.6915], [-1.1877, -4.9876, 2.4248], [-3.3284, 16.7200, 0.8292], [5.3737, -8.0480, -3.7463], [2.9726, -3.0654, -0.5022], [-6.3584, 1.9058, -0.8265], [5.4816, -8.4376, 0.8939], [6.2724, -1.7967, 0.4722], [-4.4907, -10.7652, 3.6360], [2.1693, -7.0698, 2.5040], [10.9301, -6.8752, 1.0545], [4.5166, -8.6973, -3.5659], [-4.8952, -11.7751, 3.6969], [-2.4303, 4.6619, -0.4529], [-3.1399, 15.7999, 1.3776], [-3.0460, 19.9484, -0.4870], [4.6819, -4.2891, 0.6523], [9.0744, -6.4961, 0.0378], [0.6171, -5.1023, 2.4290], [-3.3733, -0.2878, -1.0254], [1.6858, -5.4072, -2.2423], [-7.3118, -3.6653, 0.6479], [3.5314, -1.0597, -1.1615], [-0.2161, 1.5297, -1.5136], [8.4470, -7.8454, -2.0527], [4.9847, -6.3027, -1.8828], [-8.6421, 20.4275, 0.3043], [-1.4609, 4.8222, 1.4633], [-1.1374, 0.1184, -2.0676], [3.2678, -3.9476, 0.7439], [-0.6233, 3.7723, 0.3030], [7.5094, -6.9079, -3.7354], [-5.4472, 20.4881, 0.2818], [-1.5903, 13.5672, -2.4038], [4.2013, -4.1514, -1.5885], [-5.7732, 0.3361, -1.3637], [2.1949, -4.1018, -3.8033], [-0.6524, -6.5462, 0.6577]], "forces_ev_per_angstrom": [[-0.9, 0.0, -0.6], [-0.1, 0.0, 0.0], [0.0, -0.1, -0.1], [-0.4, -0.3, 0.2], [0.0, 0.0, -0.1], [0.0, -0.1, -0.1], [-0.1, -0.8, 0.3], [-1.6, 0.1, 1.5], [0.3, 0.1, -0.4], [-0.2, 0.2, 0.4], [-0.1, -0.1, 0.0], [0.0, 0.0, 0.0], [0.2, 0.0, 0.1], [0.0, 0.0, -0.1], [-0.5, 0.7, 0.5], [-0.1, -0.1, 0.1], [-0.1, 0.0, 0.0], [0.0, 0.0, 0.0], [0.1, 0.2, 0.1], [-0.6, 0.4, -0.6], [0.0, -0.1, -0.1], [-0.2, 0.0, 0.0], [0.1, 0.2, 0.0], [-0.2, 0.0, 0.1], [0.8, -0.1, 1.2], [0.0, 0.2, 0.1], [0.0, 0.2, 0.1], [0.0, -0.1, 0.0], [0.0, 0.0, 0.0], [0.0, 0.0, -0.1], [0.4, -0.4, -0.5], [0.3, 0.0, 0.1], [-0.1, 0.0, 0.4], [-0.1, -0.2, -0.1], [0.1, -0.2, 0.0], [0.2, 0.1, -0.1], [-0.1, 0.0, 0.0], [0.4, 0.1, -0.4], [-0.3, -0.2, -0.1], [0.1, 0.0, -0.1], [0.0, 0.0, 0.1], [0.0, 0.0, 0.0], [-0.1, 0.1, 0.0], [0.1, 0.1, 0.0], [0.0, 0.0, 0.0], [0.2, 0.1, 0.1], [0.0, 0.0, -0.1], [0.3, 0.2, -0.2], [-0.1, 0.0, 0.0], [0.0, -0.1, 0.0], [0.0, 0.1, 0.1], [0.0, 0.0, 0.0], [0.0, -0.1, 0.0], [0.0, 0.0, 0.0], [0.6, 0.6, -0.6], [-0.2, 0.5, -0.8], [0.8, 0.4, 0.0], [0.0, -0.1, -0.1], [-0.1, 0.0, -0.1], [-0.1, -0.2, 0.1], [0.0, -0.1, 0.9], [0.1, -0.1, 0.0], [0.1, -0.1, -0.1], [0.0, 0.1, 0.2], [0.0, 0.0, 0.0], [-0.2, 0.1, 0.0], [-0.1, 0.0, 0.1], [0.2, 0.0, -0.1], [0.0, 0.1, -0.1], [0.1, 0.1, 0.0], [0.6, -0.2, -1.9], [0.0, 0.1, 0.0], [0.7, 0.1, 1.0], [0.1, -0.1, 0.4], [-0.4, -0.1, 0.1], [-0.3, -0.2, 0.1], [0.2, -0.3, 0.0], [0.1, 0.0, -0.1], [0.2, -0.1, 0.1], [0.0, 0.0, 0.0], [0.0, 0.0, -0.1], [0.2, 0.0, 0.2], [-0.2, 0.1, -0.1], [0.0, 0.1, 0.1], [-0.3, -0.2, 0.2], [0.6, 0.4, -0.9], [0.4, 0.1, -0.4], [0.0, 0.1, 0.0], [0.0, 0.0, 0.0], [0.0, -0.2, 0.1], [0.0, 0.0, -0.1], [-0.9, -1.6, -0.7], [0.0, 0.0, 0.0], [-0.1, -0.1, 0.0], [0.0, -0.1, 0.1], [-0.1, 0.1, 0.1], [-0.2, -0.4, 0.0], [0.1, 0.0, 0.0], [0.0, -0.1, 0.0], [-0.6, -0.9, -0.5], [0.2, 0.0, 0.1], [0.0, 0.1, 0.0], [-0.1, -0.2, 0.0], [0.4, 0.5, -0.5], [-0.1, 0.0, 0.1], [-0.1, -0.1, 0.0], [-0.1, -0.2, 0.0], [-0.3, -0.2, 0.2], [0.1, 0.0, 0.0], [0.0, 0.3, 0.0], [0.2, -0.1, 0.0], [0.2, -0.2, -0.2], [-0.1, -0.1, -0.1], [0.0, 0.1, 0.2], [-0.1, 0.3, -0.1], [-0.3, 0.0, -0.2], [0.3, -0.9, -0.8], [0.0, 0.0, 0.0], [0.2, -0.1, -0.6], [0.1, 0.1, 0.1], [0.0, 0.1, 0.0], [0.5, 0.0, 1.2], [-0.3, 0.1, -0.3], [0.1, 0.1, -0.1], [0.0, -0.1, -0.1], [-0.1, 0.1, 0.2], [0.0, 0.0, 0.1], [0.4, 0.2, 0.0], [-0.1, -0.1, -0.1], [-0.2, -0.1, -0.3], [-0.2, -0.1, 0.0], [0.0, -0.1, 0.1], [0.1, 0.0, 0.0], [-0.1, 0.0, 0.2], [0.0, -0.1, 0.1], [0.1, 0.0, 0.0], [0.1, 0.4, 0.5], [0.2, 0.8, 0.4], [0.1, 0.1, 0.0], [0.0, -0.1, 0.1], [-0.2, 0.4, -0.4], [0.0, 0.2, 0.0], [-0.2, 0.1, 0.1], [0.2, 0.1, 0.1], [0.0, 0.0, -0.2], [0.0, 0.0, 0.0], [0.2, -0.2, 0.1], [-0.1, 0.2, 0.2], [0.0, 0.0, 0.1], [-0.4, 0.8, 0.4], [0.4, 0.2, 0.4], [-0.2, -0.2, 0.2], [0.0, 0.0, 0.0], [0.1, 0.6, 0.1], [0.0, 0.0, 0.0], [-0.1, -0.3, -0.1], [-0.1, 0.1, 0.1], [0.3, 0.6, -0.2], [0.1, 0.1, -0.5], [0.1, 0.1, -0.1], [0.0, -0.1, 0.0], [-0.1, 0.0, 0.1], [-0.5, -0.8, 1.2], [0.0, 0.0, 0.0], [0.0, 0.3, 0.0], [0.0, 0.1, 0.0], [0.4, -0.1, -0.3], [0.0, 0.0, -0.5], [0.1, 0.0, 0.0], [-0.3, 0.3, 0.6], [0.6, -0.2, -0.4]], "lowdin_charge": [-0.05, 0.10, 0.08, 0.12, 0.06, 0.08, -0.15, -0.24, 0.13, 0.17, -0.61, 0.04, -0.06, 0.04, 0.25, 0.10, -0.61, 0.01, -0.04, -0.12, -0.01, 0.11, -0.05, 0.12, -0.34, 0.02, 0.07, 0.07, 0.12, 0.08, -0.05, -0.32, 0.11, -0.06, 0.07, -0.05, 0.09, -0.24, -0.08, 0.10, 0.08, 0.14, 0.09, -0.02, 0.01, -0.07, 0.08, -0.34, 0.08, 0.08, 0.12, 0.09, 0.12, 0.01, -0.04, -0.53, -0.13, 0.09, 0.03, 0.09, -0.49, 0.09, 0.20, 0.12, 0.01, 0.10, 0.11, -0.04, 0.10, 0.03, -0.32, 0.09, -0.39, 0.21, -0.19, 0.08, 0.25, 0.04, 0.03, 0.12, 0.08, 0.08, 0.05, -0.60, -0.21, -0.05, -0.11, 0.07, 0.08, 0.11, 0.06, -0.12, 0.08, 0.10, 0.10, -0.61, -0.21, 0.10, 0.10, 1.08, 0.07, 0.09, 0.08, -0.05, 0.11, 0.11, 0.09, 0.20, 0.12, -0.04, 0.07, 0.04, 0.09, -0.07, 0.05, 0.08, -0.37, 0.12, 0.93, 0.08, 0.13, 0.20, 0.13, 0.12, -0.61, 0.07, 0.10, -0.21, 0.12, 0.01, -0.04, 0.10, 0.10, 0.07, 0.08, 0.09, -0.05, -0.30, 0.13, 0.07, 0.00, -0.06, 0.05, 0.08, 0.08, 0.08, -0.21, -0.03, 0.09, -0.01, -0.32, 0.05, 0.11, 0.16, 0.04, 0.13, 0.10, -0.16, -0.16, 0.12, 0.08, 0.09, -0.68, 0.07, 0.11, -0.61, -0.21, 0.14, 0.12, 0.19, 0.10], "total_charge": 1, "e_homo_ev": -10.98, "spin_multiplicity": 1, "fmax_ev_per_a": 2.168, "e_above_lowest_kj_mol": 40.2, "homo_lumo_gap_ev": 8.45}